# 1
Here is a structure of composition C9H9FO2 in a non-equilibrium geometry from the Open Molecules 2025 dataset. Energies are from ωB97M-V with the def2-TZVPD basis set.

Calculated values
* max |F|: 4.3 eV/Å
* electronic energy: -16288.72793 eV
* lowest unoccupied orbital energy: 0.156 eV
* orbital gap: 0.365 hartree

Structure (ORCA input):
```
! RIJCOSX wB97M-V def2-TZVPD def2/J DEFGRID3
* xyz 0 1
C 2.48162 0.95742 1.09122
C 1.39810 0.61273 1.89108
C 2.43912 0.69623 -0.28242
C 0.31709 0.00009 1.26964
C 1.32098 0.20954 -0.86694
C 0.26687 -0.20629 -0.12730
C -1.08266 -2.39654 -0.72997
C -2.33159 1.00908 -0.29393
C -0.95045 -0.89773 -0.63144
O -0.28768 -3.15055 -0.20005
O -2.19035 -0.39836 -0.30580
F -0.83993 -0.58750 -2.33802
H 3.36157 1.18598 1.60855
H 1.15182 0.88563 2.89478
H 3.43943 0.95397 -0.87932
H -0.35698 -0.43127 2.05958
H 1.13482 0.25889 -1.94106
H -1.95596 -2.70692 -1.48904
H -3.22684 1.19070 0.34980
H -2.57758 1.39471 -1.34209
H -1.51138 1.42019 0.26270
*
```

---

# 2
Here is a structure of composition C9H9FeNO4 in a non-equilibrium geometry from the Open Molecules 2025 dataset. Energies are from ωB97M-V with the def2-TZVPD basis set.

Calculated values
* max |F|: 11.4 eV/Å
* electronic energy: -53522.42228 eV
* lowest unoccupied orbital energy (spin up / spin down): -8.599 / -12.026 eV
* orbital gap (spin up / spin down): 0.313 / 0.255 hartree

Structure (ORCA input):
```
! RIJCOSX wB97M-V def2-TZVPD def2/J DEFGRID3
* xyz 2 5
Fe -0.63751 0.72736 -0.82254
O 2.03691 1.20302 -2.12070
C 0.99846 1.07031 -1.64912
C -2.14434 0.28282 0.18455
O -3.06879 -0.01768 0.80169
C -0.95646 -0.69800 -1.94084
O -1.07629 -1.65889 -2.57234
C -0.37815 2.18650 0.26996
O -0.18704 3.08391 0.97076
C -0.99407 1.96642 -2.35249
H -0.57107 2.97092 -2.28462
H -0.84321 1.55243 -3.35189
C -2.19562 1.67338 -1.65769
H -2.94680 1.04217 -2.13908
H -2.67610 2.45970 -1.07053
C 1.94992 -2.12349 3.19216
C 1.88957 -2.25802 1.63887
C 1.05527 -1.25501 0.97328
N 0.41207 -0.49617 0.36545
H 2.34796 -1.14663 3.51788
H 2.58547 -2.89227 3.67081
H 0.95508 -2.20722 3.66340
H 2.91424 -2.20437 1.28391
H 1.53052 -3.26119 1.42912
*
```

---

# 3
Here is a structure of composition C9H9MnNO6SSbSe4 in a non-equilibrium geometry from the Open Molecules 2025 dataset. Energies are from ωB97M-V with the def2-TZVPD basis set.

Calculated values
* max |F|: 15.1 eV/Å
* electronic energy: -333321.23460 eV
* lowest unoccupied orbital energy (spin up / spin down): 1.502 / -0.070 eV
* orbital gap (spin up / spin down): 0.222 / 0.163 hartree

Structure (ORCA input):
```
! RIJCOSX wB97M-V def2-TZVPD def2/J DEFGRID3
* xyz -1 4
Mn -1.16054 -0.31101 0.29532
O -4.80754 -1.34961 0.26773
C -3.55124 -0.84301 0.37853
O -2.58454 -1.68991 0.33173
C -3.35084 0.22919 -0.69958
O -2.03794 0.71289 -0.62887
C -1.97074 1.30699 0.64573
C -2.20134 0.25089 1.63372
O -3.48444 -0.10231 1.72282
O -1.27694 -0.38481 2.14382
H -4.89524 -2.17271 0.77493
H -3.50664 -0.25761 -1.67547
H -4.07724 1.04229 -0.56567
H -1.05874 1.87729 0.78572
H -2.80954 2.00829 0.76853
O 0.67006 0.78259 0.81182
N 1.83406 1.13759 0.24683
C 2.78926 0.20499 0.16013
C 3.97886 0.47249 -0.45467
C 4.17356 1.76719 -0.95327
C 3.19006 2.71649 -0.83578
C 1.95846 2.39899 -0.24027
S 0.62746 3.43789 -0.13937
H 2.49936 -0.74461 0.61432
H 4.70316 -0.32821 -0.53498
H 5.10346 2.01779 -1.44058
H 3.31226 3.72069 -1.21388
Se 1.28606 -4.48341 -2.56538
Sb 1.41636 -3.41751 -0.40157
Se -0.00964 -1.70981 0.08543
Se 1.43566 -5.20641 1.19072
Se 3.80516 -3.08361 -0.50848
*
```